This record from the Open Molecules 2025 dataset describes a 16-piece molecular cluster, C42H112N16O16 overall. The level of theory is ωB97M-V/def2-TZVPD.

For the total energy, the calculation gives -101968.8952 eV.

The geometry in XYZ format:
```
186
C42H112N16O16 | the Open Molecules 2025 dataset | ωB97M-V/def2-TZVPD
C 0.31471 5.01937 2.72463
O -0.61658 5.64202 3.10357
N 0.32170 3.79840 2.35113
N 1.45125 5.56818 2.84080
H -0.56696 3.34302 2.19947
H 1.20656 3.34141 2.18293
H 2.29491 5.14527 2.48097
H 1.56144 6.46708 3.28794
C 3.71945 3.59985 0.73359
O 3.66107 4.16833 -0.31736
N 3.36705 2.38947 0.98233
N 4.12424 4.20712 1.85280
H 2.98449 1.92830 0.16927
H 3.46086 2.04300 1.92640
H 4.31989 5.14665 1.53798
H 4.22455 3.83001 2.78437
C 5.36273 -1.19670 -0.20222
O 6.37486 -1.71475 0.34901
N 5.29215 -0.11547 -0.92459
N 4.14076 -1.71975 -0.10843
H 4.39225 0.22154 -1.23556
H 6.03866 0.51132 -0.66009
H 4.04959 -2.69575 0.13489
H 3.39612 -1.23172 -0.58533
C 2.14769 1.14021 -2.62605
O 2.68559 0.41124 -1.88551
N 0.83570 1.24489 -2.84690
N 2.82443 1.71678 -3.50588
H 0.51705 2.03164 -3.39425
H 0.21128 0.61830 -2.35948
H 2.38544 2.09961 -4.33100
H 3.81983 1.54716 -3.48320
C 0.42584 -3.67543 -0.18268
O -0.37702 -2.98540 -0.82075
N 0.55178 -4.95149 -0.44679
N 1.19448 -3.25161 0.71765
H 1.38988 -5.38445 -0.08590
H 0.04855 -5.30512 -1.24792
H 1.94302 -3.88135 0.96908
H 1.14521 -2.34497 1.15999
C 3.98554 -4.32026 2.39118
O 3.42361 -4.58294 1.34677
N 4.74057 -3.23757 2.58581
N 3.87609 -4.99276 3.42413
H 4.94005 -2.54894 1.87441
H 5.16450 -3.10239 3.49252
H 3.27872 -5.79526 3.28539
H 4.36924 -4.69462 4.25360
C 2.96312 -0.72812 7.79711
C 3.63390 0.37803 6.92794
C 3.73362 -0.09194 5.45120
C 2.41396 -0.03868 4.72544
C 1.84302 1.29908 4.79267
C 1.74941 1.93647 6.19852
N 3.01438 1.74475 6.97134
O 3.02241 2.34363 8.28509
C 1.46408 3.48787 6.06389
C 0.59329 1.15640 6.89174
C 5.09699 0.56154 7.34857
H 2.52076 -0.23727 8.66400
H 3.67614 -1.36220 8.32403
H 2.19033 -1.35786 7.35630
H 4.31005 0.56450 4.79935
H 3.91834 -1.15652 5.30747
H 1.76581 -0.81714 5.12792
H 2.52782 -0.47134 3.73149
H 0.86855 1.18308 4.31827
H 2.40363 1.91025 4.08536
H 0.48773 3.58813 5.58978
H 1.13153 4.04850 6.93750
H 2.16411 4.11036 5.50661
H 0.59324 1.16076 7.98173
H -0.39501 1.56383 6.67876
H 0.55432 0.06769 6.85608
H 5.50529 1.30495 6.66393
H 5.51124 -0.43304 7.18334
H 5.17717 0.86316 8.39293
H 2.55889 1.73678 8.86688
C -5.34593 4.44935 -6.00407
C -5.38476 3.01945 -5.38563
C -4.53017 2.10125 -6.35578
C -4.01806 0.74180 -5.73871
C -3.39280 1.03933 -4.38947
C -4.38832 1.72057 -3.38177
N -4.76493 2.99492 -4.01363
O -5.22187 3.98047 -3.06179
C -5.60495 0.73274 -2.89882
C -3.47099 1.98332 -2.16055
C -6.85276 2.55068 -5.47342
H -5.88170 5.09037 -5.30397
H -5.65650 4.62039 -7.03480
H -4.33756 4.86286 -5.98719
H -5.05426 1.88181 -7.28598
H -3.60468 2.60238 -6.63938
H -3.31139 0.25189 -6.40856
H -4.75531 -0.04720 -5.88716
H -2.48458 1.62221 -4.54276
H -3.07530 0.07707 -3.98779
H -5.43529 0.07866 -2.04354
H -6.55481 1.18142 -2.60804
H -5.88249 0.02315 -3.67828
H -3.09117 1.15538 -1.56193
H -2.68622 2.69630 -2.41332
H -4.13657 2.39773 -1.40333
H -7.43706 3.42342 -5.18184
H -7.03009 1.67897 -4.84351
H -7.19228 2.23752 -6.46072
H -6.02189 3.54445 -2.75938
C -3.87787 3.12130 1.71000
C -3.70163 2.02334 2.78348
C -5.09411 1.47449 2.95082
C -5.28260 0.23884 3.81689
C -4.35482 -0.89772 3.29433
C -2.88121 -0.46027 3.23018
N -2.83216 0.88978 2.49648
O -1.58697 1.34465 2.29079
C -2.21060 -0.39818 4.62152
C -2.17516 -1.51543 2.39745
C -3.37856 2.86623 4.09405
H -4.18885 2.61175 0.79800
H -4.62615 3.83674 2.05105
H -2.97925 3.68121 1.45099
H -5.76325 2.26008 3.30182
H -5.60309 1.13370 2.04921
H -4.97712 0.52372 4.82368
H -6.32612 -0.04159 3.67364
H -4.69929 -1.11069 2.28236
H -4.39458 -1.82520 3.86554
H -2.34430 0.43839 5.30736
H -1.12897 -0.46752 4.50591
H -2.48542 -1.26259 5.22597
H -1.08816 -1.46159 2.33716
H -2.50672 -1.59876 1.36245
H -2.29682 -2.53571 2.76121
H -2.35319 3.20337 4.24590
H -4.00775 3.72563 4.32572
H -3.62046 2.20125 4.92314
H -1.43434 1.38974 1.34408
C 1.93662 -6.53295 -6.49889
C 0.86350 -6.48673 -5.35644
C 1.50719 -6.37770 -3.95026
C 2.25151 -5.10492 -3.73485
C 1.34634 -3.87717 -4.02615
C 0.51849 -3.92191 -5.34307
N -0.02025 -5.31984 -5.52971
O -0.80843 -5.39589 -6.64098
C -0.72200 -3.04201 -5.03163
C 1.40393 -3.26466 -6.49098
C 0.01327 -7.79315 -5.37289
H 1.48302 -6.63179 -7.48509
H 2.71537 -7.27975 -6.34418
H 2.55881 -5.63930 -6.45025
H 0.87447 -6.68970 -3.11935
H 2.18227 -7.23333 -3.93451
H 3.17716 -5.13273 -4.30974
H 2.50402 -5.08724 -2.67465
H 1.93035 -2.95983 -3.95179
H 0.66569 -3.84699 -3.17532
H -0.46220 -2.39376 -4.19474
H -1.11135 -2.50771 -5.89825
H -1.59059 -3.63065 -4.73639
H 1.34496 -2.18224 -6.60495
H 2.44659 -3.51531 -6.29573
H 0.90652 -3.59172 -7.40406
H -0.40584 -8.06658 -6.34123
H -0.82615 -7.60349 -4.70394
H 0.41613 -8.70053 -4.92295
H -0.28407 -5.41167 -7.44497
O -1.08058 -0.48650 -1.45215
H -1.84674 -1.04823 -1.56917
H -0.61750 -0.86485 -0.70474
O 1.19050 0.25985 0.55181
H 1.61567 0.02716 -0.27361
H 0.70338 1.05967 0.35372
O 2.02045 6.09133 -1.24027
H 2.64905 5.45018 -0.90857
H 1.86807 6.68190 -0.50254
O -0.52676 4.84827 -1.32973
H -0.16126 4.91015 -2.21223
H -0.02000 5.47675 -0.81548
O 4.38880 -1.65128 -3.50546
H 3.87847 -1.71797 -2.69840
H 4.67260 -0.73760 -3.53514
O -0.64569 2.24945 -0.07604
H -1.03693 1.72722 -0.77636
H -0.46349 3.09701 -0.48183
```